No. 1
Entry from the Open Molecules 2025 dataset: one molecule with the formula C5H9NSi (wB97M-V/def2-TZVPD).

The HOMO-LUMO gap is 0.3235 Eh. The energy above the lowest of the compared OMol25 structures with the same formula, charge and spin comes out at 1.043 eV. The LUMO energy comes out at 0.930 eV.

Each line ends with the Löwdin charge.
Element x y z (Å)
Si1 2.376 -0.018 -0.133  0.596
N1 0.808 0.096 0.411  -0.286
C1 0.087 -1.062 0.618  -0.197
C2 -1.194 -1.185 0.254  -0.082
C3 -2.050 -0.014 -0.222  -0.221
C4 -1.190 1.161 -0.363  -0.122
C5 0.053 1.196 0.078  -0.181
H1 3.364 0.972 0.523  -0.058
H2 2.592 0.196 -1.518  -0.091
H3 2.890 -1.406 0.139  -0.050
H4 0.633 -1.868 1.110  0.103
H5 -1.669 -2.169 0.580  0.116
H6 -2.669 -0.248 -1.126  0.111
H7 -2.857 0.332 0.561  0.138
H8 -1.834 1.933 -0.808  0.115
H9 0.659 2.084 -0.104  0.108

---

No. 2
Entry from the Open Molecules 2025 dataset: one molecule with the formula C7H11NO3S (wB97M-V/def2-TZVPD).

The HOMO-LUMO gap is 0.3535 Eh. The energy above the lowest of the compared OMol25 structures with the same formula, charge and spin comes out at 0.000 eV. The LUMO energy comes out at 0.591 eV.

Each line ends with the Löwdin charge.
Element x y z (Å)
C1 3.912 -0.428 -1.008  -0.067
C2 2.414 -0.543 -1.158  -0.222
O1 1.811 0.082 -0.012  -0.010
C3 0.469 0.038 0.038  -0.487
O2 -0.204 -0.490 -0.802  0.123
C4 -0.032 0.720 1.295  -0.095
C5 -1.535 0.903 1.391  -0.565
N1 -2.279 -0.332 1.392  0.061
C6 -3.014 -0.678 0.275  -0.538
O3 -3.567 -1.748 0.140  0.067
C7 -3.053 0.457 -0.723  -0.370
S1 -2.268 1.894 0.039  0.939
H1 4.244 -0.930 -0.094  0.084
H2 4.207 0.610 -0.961  0.074
H3 4.419 -0.856 -1.862  0.075
H4 2.011 -0.058 -2.058  0.129
H5 2.079 -1.603 -1.199  0.134
H6 0.320 0.148 2.152  0.130
H7 0.491 1.680 1.384  0.131
H8 -1.710 1.425 2.304  0.094
H9 -2.113 -1.065 2.061  0.154
H10 -4.075 0.666 -0.995  0.082
H11 -2.527 0.108 -1.598  0.077

---

No. 3
Entry from the Open Molecules 2025 dataset: C2H8MgNO as an isolated structure (wB97M-V/def2-TZVPD).

The HOMO-LUMO gap (spin up / spin down) is 0.1300 / 0.1177 Eh. As for the charge: -1. The energy above the lowest of the compared OMol25 structures with the same formula, charge and spin comes out at 0.000 eV. The LUMO energy (spin up / spin down) comes out at 2.942 / 3.029 eV.

Each line ends with the Löwdin charge.
Element x y z (Å)
C1 -0.663 1.007 -2.310  -0.284
Mg1 -0.037 0.209 -0.524  -0.228
N1 0.949 -1.499 -1.270  -0.035
H1 -0.746 0.925 0.977  -0.061
H2 0.271 1.411 -1.623  -0.005
H3 -1.279 1.905 -2.365  0.019
H4 -1.420 0.156 -2.149  0.014
H5 -0.156 0.771 -3.244  0.002
H6 0.668 -2.343 -0.768  0.019
H7 1.948 -1.369 -1.104  0.010
H8 0.842 -1.697 -2.268  -0.001
O1 0.413 -0.608 2.647  -0.067
C2 0.128 -0.164 1.594  -0.383

---

No. 4
Entry from the Open Molecules 2025 dataset: a 7-piece molecular cluster, C43H104BNO2P overall (wB97M-V/def2-TZVPD).

The HOMO-LUMO gap is 0.2714 Eh. As for the charge: +1. The LUMO energy comes out at -4.489 eV.

Each line ends with the Löwdin charge.
Element x y z (Å)
C1 -1.284 1.506 -1.597  -0.120
O1 -1.936 0.454 -2.392  -0.281
C2 -1.333 0.305 -3.723  -0.203
C3 -2.092 1.088 -4.939  -0.161
C4 -3.208 2.197 -4.487  -0.218
C5 -2.645 3.771 -4.564  -0.204
C6 -3.044 4.670 -3.253  -0.252
C7 -4.600 5.211 -3.236  -0.338
P1 -5.897 3.847 -2.904  1.077
B1 -7.567 4.486 -2.192  -0.549
N1 -8.826 3.644 -2.490  0.067
O2 -7.670 5.726 -1.397  0.039
H1 -2.081 1.975 -0.876  0.094
H2 -0.860 2.368 -2.278  0.098
H3 -0.424 1.018 -0.929  0.113
H4 -1.390 -0.858 -3.983  0.143
H5 -0.181 0.558 -3.611  0.125
H6 -2.618 0.334 -5.682  0.122
H7 -1.248 1.675 -5.546  0.124
H8 -3.747 1.986 -3.469  0.071
H9 -4.066 2.159 -5.316  0.106
H10 -3.031 4.286 -5.569  0.129
H11 -1.473 3.711 -4.639  0.113
H12 -2.747 4.114 -2.255  0.110
H13 -2.356 5.645 -3.293  0.135
H14 -4.665 5.972 -2.318  0.121
H15 -4.887 5.866 -4.187  0.131
H16 -6.182 3.199 -4.191  0.049
H17 -5.366 2.782 -2.059  0.052
H18 -8.948 3.689 -3.543  0.096
H19 -8.651 2.634 -2.260  0.068
H20 -8.262 5.566 -0.604  0.135
C8 -2.956 -0.569 2.000  -0.106
C9 -2.277 -1.356 0.890  -0.272
C10 -2.558 -2.859 0.957  -0.219
C11 -2.051 -3.563 2.220  -0.225
C12 -0.549 -3.430 2.485  -0.269
C13 0.309 -4.052 1.395  -0.113
H21 -2.595 -0.869 2.988  0.064
H22 -2.750 0.500 1.883  0.064
H23 -4.041 -0.708 1.970  0.066
H24 -1.199 -1.165 0.911  0.097
H25 -2.637 -0.978 -0.074  0.091
H26 -2.122 -3.337 0.073  0.103
H27 -3.641 -3.022 0.882  0.108
H28 -2.306 -4.629 2.149  0.114
H29 -2.596 -3.185 3.093  0.080
H30 -0.319 -3.928 3.436  0.107
H31 -0.274 -2.379 2.616  0.099
H32 0.081 -5.117 1.279  0.078
H33 1.368 -3.959 1.652  0.072
H34 0.158 -3.559 0.430  0.064
C14 -11.518 -3.068 0.005  -0.111
C15 -11.162 -1.646 0.409  -0.272
C16 -10.647 -0.799 -0.757  -0.233
C17 -9.348 -1.295 -1.402  -0.231
C18 -8.155 -1.428 -0.452  -0.266
C19 -7.731 -0.104 0.165  -0.113
H35 -10.646 -3.616 -0.363  0.067
H36 -11.913 -3.616 0.867  0.075
H37 -12.285 -3.072 -0.776  0.078
H38 -10.429 -1.667 1.222  0.100
H39 -12.059 -1.166 0.818  0.108
H40 -10.510 0.231 -0.409  0.095
H41 -11.422 -0.753 -1.533  0.111
H42 -9.080 -0.608 -2.215  0.099
H43 -9.525 -2.266 -1.879  0.105
H44 -7.307 -1.837 -1.015  0.107
H45 -8.374 -2.150 0.341  0.105
H46 -7.463 0.620 -0.611  0.048
H47 -6.856 -0.252 0.805  0.065
H48 -8.524 0.328 0.783  0.071
C20 3.092 0.724 -1.970  -0.110
C21 3.123 1.177 -0.519  -0.267
C22 2.870 2.678 -0.351  -0.229
C23 3.909 3.593 -1.007  -0.225
C24 5.353 3.381 -0.544  -0.268
C25 5.555 3.663 0.937  -0.105
H49 3.879 1.200 -2.561  0.065
H50 3.243 -0.360 -2.029  0.073
H51 2.126 0.954 -2.430  0.052
H52 4.080 0.896 -0.066  0.101
H53 2.350 0.630 0.033  0.099
H54 2.809 2.905 0.720  0.103
H55 1.884 2.921 -0.766  0.096
H56 3.623 4.636 -0.813  0.110
H57 3.869 3.471 -2.095  0.101
H58 6.003 4.054 -1.118  0.106
H59 5.685 2.364 -0.774  0.085
H60 5.272 4.692 1.180  0.078
H61 6.608 3.530 1.204  0.060
H62 4.967 2.984 1.562  0.069
C26 10.117 3.017 -1.672  -0.112
C27 9.565 3.114 -0.259  -0.279
C28 10.636 3.433 0.787  -0.224
C29 11.740 2.381 0.934  -0.226
C30 11.256 0.970 1.282  -0.272
C31 10.547 0.895 2.626  -0.115
H63 10.841 2.203 -1.769  0.069
H64 9.304 2.822 -2.380  0.059
H65 10.604 3.951 -1.966  0.078
H66 9.042 2.187 -0.003  0.090
H67 8.809 3.909 -0.235  0.097
H68 10.147 3.587 1.755  0.100
H69 11.106 4.393 0.533  0.111
H70 12.439 2.718 1.711  0.111
H71 12.324 2.332 0.008  0.101
H72 12.126 0.302 1.310  0.107
H73 10.598 0.585 0.496  0.092
H74 11.204 1.232 3.433  0.077
H75 10.255 -0.139 2.838  0.070
H76 9.639 1.505 2.639  0.063
C32 -3.998 -3.700 9.565  -0.116
C33 -5.063 -3.983 8.517  -0.275
C34 -4.505 -4.642 7.253  -0.227
C35 -3.487 -3.802 6.474  -0.228
C36 -3.985 -2.428 6.016  -0.272
C37 -5.156 -2.508 5.049  -0.117
H77 -3.247 -2.994 9.200  0.066
H78 -4.457 -3.263 10.459  0.072
H79 -3.491 -4.622 9.864  0.077
H80 -5.589 -3.055 8.267  0.098
H81 -5.813 -4.652 8.955  0.106
H82 -5.342 -4.903 6.595  0.101
H83 -4.031 -5.592 7.527  0.111
H84 -3.168 -4.375 5.593  0.104
H85 -2.586 -3.663 7.082  0.103
H86 -3.158 -1.907 5.519  0.094
H87 -4.260 -1.813 6.879  0.101
H88 -4.887 -3.081 4.157  0.065
H89 -5.447 -1.502 4.730  0.067
H90 -6.031 -2.974 5.510  0.068
C38 7.354 -0.071 -1.949  -0.113
C39 8.043 -1.418 -2.096  -0.264
C40 8.434 -1.740 -3.541  -0.225
C41 7.266 -1.856 -4.525  -0.229
C42 6.205 -2.899 -4.161  -0.277
C43 6.749 -4.319 -4.127  -0.115
H91 6.410 -0.036 -2.500  0.058
H92 7.128 0.122 -0.894  0.068
H93 7.997 0.738 -2.309  0.064
H94 7.402 -2.206 -1.688  0.101
H95 8.952 -1.414 -1.483  0.103
H96 9.011 -2.673 -3.548  0.103
H97 9.117 -0.963 -3.905  0.111
H98 7.671 -2.093 -5.518  0.111
H99 6.777 -0.881 -4.627  0.099
H100 5.402 -2.852 -4.907  0.104
H101 5.744 -2.658 -3.198  0.094
H102 7.174 -4.597 -5.096  0.077
H103 5.943 -5.024 -3.897  0.070
H104 7.521 -4.439 -3.362  0.067

---

Calculated max |F| (eV Å⁻¹), listed in the same order as above: 3.791; 0.927; 4.182; 4.853